No. 1
This record from the OMol25 dataset describes C56H100N12 as an isolated structure in a non-equilibrium geometry. The level of theory is ωB97M-V/def2-TZVPD.

Output
2S+1 = 1
ΔE to the lowest compared entry with this formula, charge and spin = 49.846 eV
frontier orbital gap = 7.10 eV
HOMO = -6.78 eV
E_tot = -77519.46861 eV
F_max = 0.37235 hartree/bohr

Last column: Löwdin charge in e.
CARTESIAN COORDINATES (ANGSTROEM)
1 N 13.9359 11.8818 2.5614  0.089
2 C 15.3267 11.8835 2.5548  -0.168
3 C 15.7767 12.2251 3.7520  -0.156
4 C 14.7193 12.3824 4.5935  -0.140
5 C 13.5673 12.2814 3.8210  -0.079
6 H 13.3213 11.5684 1.8237  0.144
7 H 15.8980 11.6646 1.6648  0.058
8 H 16.8158 12.3133 4.0329  0.046
9 H 14.9060 12.7188 5.6027  0.135
10 H 12.5477 12.4138 4.1514  0.128
11 N 17.4098 5.2093 -0.5886  0.043
12 C 17.4221 4.3005 0.4444  -0.156
13 C 17.7387 4.9565 1.6112  -0.072
14 C 17.7750 6.3410 1.2701  -0.097
15 C 17.4156 6.4985 -0.0634  -0.147
16 H 17.1728 4.8435 -1.4997  0.154
17 H 17.3170 3.2290 0.3601  0.124
18 H 17.9330 4.3904 2.5102  0.082
19 H 18.1029 7.1108 1.9529  0.065
20 H 17.3611 7.3546 -0.7194  0.099
21 N 14.5678 10.1337 4.8943  0.011
22 C 13.6854 10.5157 5.8514  -0.151
23 C 13.5056 9.4780 6.7920  -0.035
24 C 14.2965 8.4150 6.2595  -0.127
25 C 14.9523 8.8700 5.1581  -0.180
26 H 14.9162 10.7484 4.1727  0.073
27 H 13.3342 11.5268 5.9958  0.100
28 H 13.0593 9.5734 7.7708  0.100
29 H 14.4164 7.4167 6.6537  0.107
30 H 15.8628 8.4865 4.7217  0.082
31 N 19.0276 5.8496 4.7386  0.056
32 C 18.3841 4.6713 4.6136  -0.112
33 C 17.0386 4.9422 4.9064  -0.151
34 C 16.8614 6.2938 5.0496  -0.123
35 C 18.1270 6.8894 4.8889  -0.125
36 H 19.9817 6.0623 4.4843  0.158
37 H 19.0142 3.8217 4.3954  0.122
38 H 16.3103 4.1482 4.9812  0.068
39 H 15.9159 6.7816 5.2354  0.097
40 H 18.5311 7.8850 4.9988  0.097
41 N 19.9469 9.5947 3.5843  0.024
42 C 20.6117 9.3644 2.4155  -0.169
43 C 21.9314 9.2463 2.7631  -0.091
44 C 22.0494 9.2823 4.2055  -0.119
45 C 20.7468 9.4561 4.6742  -0.152
46 H 19.0235 10.0003 3.5301  0.058
47 H 20.1104 9.4631 1.4639  0.049
48 H 22.8344 9.2229 2.1712  0.116
49 H 22.9714 9.3138 4.7671  0.089
50 H 20.4841 9.8114 5.6596  0.136
51 N 18.5241 10.1300 1.4429  -0.018
52 C 18.4308 8.7957 1.6520  -0.192
53 C 17.7508 8.6032 2.8475  -0.163
54 C 17.4182 9.8431 3.3736  -0.180
55 C 17.8878 10.8168 2.4692  -0.135
56 H 19.0364 10.5978 0.7089  -0.048
57 H 18.8163 8.0648 0.9566  0.123
58 H 17.6941 7.6228 3.2969  0.058
59 H 16.8433 9.9489 4.2817  -0.061
60 H 17.8667 11.8959 2.5086  0.109
61 N 18.7851 11.6117 -0.3267  0.040
62 C 19.7916 11.7719 0.5969  -0.089
63 C 20.6616 10.6681 0.4922  -0.109
64 C 20.0341 9.7774 -0.3101  -0.114
65 C 18.9242 10.4026 -0.9401  -0.027
66 H 18.0257 12.2744 -0.3918  -0.136
67 H 19.9047 12.7174 1.1065  0.101
68 H 21.6376 10.4762 0.9128  0.121
69 H 20.3562 8.8345 -0.7269  0.138
70 H 18.1944 10.0954 -1.6746  0.135
71 N 14.5586 9.8763 0.8414  -0.004
72 C 14.3520 9.2323 -0.3638  -0.097
73 C 15.4716 8.4580 -0.6838  -0.053
74 C 16.3646 8.6615 0.3179  -0.242
75 C 15.8354 9.5113 1.1900  -0.238
76 H 13.8870 10.3791 1.4037  0.111
77 H 13.3589 9.2990 -0.7829  0.113
78 H 15.5877 7.7160 -1.4599  0.119
79 H 17.3608 8.2449 0.3370  0.055
80 H 16.2927 9.8929 2.0910  0.084
81 C 18.4120 14.1602 1.9838  -0.083
82 C 18.1373 14.3967 0.5511  -0.145
83 N 17.5310 13.2650 -0.1854  -0.192
84 C 16.1980 13.0133 0.3555  -0.173
85 C 15.4670 11.8000 -0.2471  -0.048
86 C 17.4960 13.5067 -1.6118  -0.194
87 C 18.8915 13.7567 -2.2256  -0.043
88 H 19.2141 14.8125 2.3292  0.016
89 H 18.6928 13.1432 2.2573  -0.024
90 H 17.5442 14.3884 2.6027  0.142
91 H 17.5721 15.3175 0.4073  0.132
92 H 19.0903 14.6360 0.0792  0.119
93 H 16.3921 12.7104 1.3845  0.053
94 H 15.5883 13.9119 0.4498  0.144
95 H 16.0554 10.9082 -0.0314  0.071
96 H 14.6065 11.5588 0.3768  0.055
97 H 15.1562 11.9322 -1.2834  0.103
98 H 16.7490 14.2747 -1.8126  0.132
99 H 17.0204 12.6085 -2.0057  0.112
100 H 19.6432 13.0165 -1.9515  0.078
101 H 19.1026 14.8190 -2.1024  0.077
102 H 18.7747 13.4806 -3.2735  0.078
103 C 17.0270 10.3061 5.4624  -0.205
104 C 16.5837 10.6359 6.8898  -0.111
105 N 17.4994 10.0615 7.9468  -0.148
106 C 17.7323 8.5572 7.8073  -0.177
107 C 16.5072 7.6498 7.7677  -0.093
108 C 17.0754 10.4414 9.2542  -0.284
109 C 18.1476 10.2147 10.3434  -0.075
110 H 16.4824 10.9078 4.7348  0.054
111 H 16.9744 9.2752 5.1124  0.076
112 H 18.0792 10.5411 5.3023  0.080
113 H 16.6174 11.7250 6.9175  0.121
114 H 15.5619 10.3018 7.0694  0.087
115 H 18.2658 8.3933 6.8710  0.072
116 H 18.3553 8.1314 8.5939  0.100
117 H 16.0800 7.5224 8.7624  0.082
118 H 15.7443 7.9658 7.0562  -0.009
119 H 16.7764 6.6222 7.5235  0.078
120 H 16.1729 9.8729 9.4790  0.102
121 H 16.6957 11.4607 9.1837  0.112
122 H 17.7207 10.3117 11.3416  0.063
123 H 18.8572 11.0414 10.3094  0.066
124 H 18.6927 9.2711 10.3664  0.060
125 C 20.9030 15.1736 2.8323  -0.060
126 C 21.3714 13.7510 2.7130  -0.224
127 N 20.8624 12.8634 3.7738  -0.070
128 C 21.6600 11.6224 3.9081  -0.250
129 C 23.1317 11.7492 4.3776  -0.047
130 C 19.4945 12.4978 3.4116  -0.276
131 C 18.6516 12.3357 4.6646  -0.022
132 H 21.1644 15.6245 3.7896  0.095
133 H 19.8153 15.1939 2.8993  0.025
134 H 21.3198 15.7065 1.9776  0.101
135 H 21.1840 13.4076 1.6956  0.100
136 H 22.4568 13.7143 2.8061  0.113
137 H 21.1144 11.0421 4.6522  0.059
138 H 21.6315 11.0201 3.0000  0.075
139 H 23.7554 12.1384 3.5728  0.070
140 H 23.2413 12.4202 5.2296  0.076
141 H 23.4616 10.8204 4.8428  0.043
142 H 19.4090 11.5295 2.9184  0.083
143 H 19.0398 13.2092 2.7222  -0.101
144 H 19.1111 11.6512 5.3777  0.094
145 H 17.6303 12.0301 4.4373  -0.005
146 H 18.4417 13.2838 5.1597  0.118
147 C 15.7181 7.5168 2.5375  -0.108
148 C 15.0103 6.5012 1.6858  -0.211
149 N 14.2910 5.4519 2.3972  -0.096
150 C 15.2859 4.6749 3.1559  -0.256
151 C 14.7708 3.3562 3.7838  -0.060
152 C 13.6297 4.5961 1.3410  -0.201
153 C 14.6004 3.8603 0.3748  -0.082
154 H 16.4427 7.0885 3.2300  0.046
155 H 15.1468 8.1720 3.1951  0.096
156 H 16.2058 8.1990 1.8411  0.006
157 H 14.3616 7.0649 1.0153  0.113
158 H 15.7397 6.2133 0.9286  0.072
159 H 15.6246 5.2471 4.0195  0.043
160 H 16.2346 4.5915 2.6257  0.071
161 H 15.4763 2.9603 4.5143  0.056
162 H 14.6354 2.5822 3.0283  0.060
163 H 13.8345 3.3216 4.3408  0.082
164 H 12.9745 3.8996 1.8643  0.096
165 H 12.9563 5.1647 0.6996  0.101
166 H 14.1084 3.6019 -0.5629  0.072
167 H 15.4676 4.4622 0.1034  0.021
168 H 15.0099 2.9422 0.7961  0.061

Cartesian forces (eV/Å) of the 6 atoms listed first:
0.80 1.04 1.07
-1.62 -1.44 -1.78
1.21 1.62 -0.67
-1.97 4.77 -0.13
-0.11 0.73 1.23
-0.23 1.15 0.58


No. 2
This record from the OMol25 dataset describes a 15-piece molecular cluster, C56H112O37 overall in a non-equilibrium geometry. The level of theory is ωB97M-V/def2-TZVPD.

Output
2S+1 = 1
frontier orbital gap = 9.79 eV
HOMO = -9.28 eV
E_tot = -135645.30543 eV
F_max = 0.06959 hartree/bohr

Last column: Löwdin charge in e.
CARTESIAN COORDINATES (ANGSTROEM)
1 C 0.1011 -10.3458 1.4403  -0.039
2 C -0.4430 -8.8629 1.6366  -0.113
3 O 0.5279 -7.8136 1.2111  0.019
4 C 0.2820 -6.5365 1.1462  -0.611
5 O 1.1934 -5.7538 0.9381  0.105
6 O -1.0111 -6.1705 1.1656  0.003
7 C -1.1844 -4.7296 1.2115  -0.027
8 H 0.3141 -10.5275 0.4177  0.053
9 H -0.5947 -11.1413 1.7404  0.083
10 H 0.9950 -10.4880 1.9908  0.041
11 H -0.5728 -8.6752 2.7121  0.122
12 H -1.3997 -8.6604 1.1341  0.119
13 H -0.9929 -4.1877 0.2694  0.092
14 H -0.5112 -4.2353 1.9040  0.054
15 H -2.2285 -4.5957 1.6094  0.111
16 C 0.5366 8.3833 0.3720  -0.042
17 C 0.7749 6.9074 0.2596  -0.230
18 O 1.5214 6.5677 -0.9138  -0.023
19 C 2.5648 5.6940 -0.7565  -0.583
20 O 3.0286 5.4006 0.2788  0.154
21 O 2.9791 5.2062 -1.9306  0.017
22 C 2.2459 5.5204 -3.1100  -0.026
23 H 0.0302 8.6356 1.3052  0.072
24 H -0.0040 8.7779 -0.5049  0.091
25 H 1.4885 8.9239 0.3924  0.085
26 H -0.1304 6.3144 0.1540  0.096
27 H 1.2542 6.4498 1.1236  0.107
28 H 1.2680 5.0779 -3.0871  0.052
29 H 2.7573 4.9980 -3.9163  0.110
30 H 2.0640 6.5648 -3.1808  0.094
31 C 3.9772 -9.7466 0.8327  -0.050
32 C 3.2433 -8.8028 -0.1265  -0.173
33 O 4.2089 -8.3509 -1.1761  0.029
34 C 3.8352 -7.4094 -2.0403  -0.630
35 O 4.4262 -7.1662 -3.0616  0.119
36 O 2.7458 -6.7501 -1.6978  -0.019
37 C 2.2152 -5.8429 -2.6373  -0.046
38 H 3.2592 -10.1392 1.5633  0.060
39 H 4.6781 -9.1975 1.4689  0.074
40 H 4.4315 -10.5461 0.2305  0.087
41 H 2.7142 -7.9394 0.3072  0.096
42 H 2.4828 -9.3442 -0.7176  0.124
43 H 2.9554 -5.1458 -2.9337  0.082
44 H 1.3399 -5.4431 -2.1852  0.079
45 H 2.0525 -6.3178 -3.6084  0.093
46 C 1.8644 -0.3610 4.0885  -0.054
47 C 2.2871 -1.2994 2.9855  -0.174
48 O 2.6192 -2.5821 3.5588  0.007
49 C 1.6888 -3.5178 3.6723  -0.591
50 O 0.5468 -3.3363 3.4430  0.144
51 O 2.2448 -4.6408 4.1496  0.014
52 C 3.5175 -4.7411 4.6950  -0.053
53 H 0.8326 -0.6631 4.3948  0.094
54 H 1.9178 0.6900 3.7951  0.068
55 H 2.4326 -0.4089 5.0101  0.080
56 H 3.1940 -0.9101 2.5085  0.110
57 H 1.4894 -1.3919 2.2874  0.094
58 H 4.1102 -3.8743 4.4100  0.091
59 H 3.9626 -5.5701 4.1628  0.084
60 H 3.4954 -4.8489 5.7673  0.095
61 C -6.2318 -4.5311 -0.2853  -0.066
62 C -5.3506 -3.3780 -0.5803  -0.195
63 O -4.4321 -3.0756 0.5250  0.029
64 C -3.5400 -2.1173 0.3216  -0.614
65 O -3.3787 -1.4078 -0.6345  0.100
66 O -2.8199 -2.0994 1.4522  0.000
67 C -1.7895 -1.0148 1.4966  0.044
68 H -5.7056 -5.4966 -0.2284  0.086
69 H -6.9629 -4.7178 -1.0572  0.077
70 H -6.7106 -4.3501 0.7057  0.099
71 H -5.8304 -2.4097 -0.7127  0.127
72 H -4.6927 -3.5255 -1.4292  0.116
73 H -2.0345 -0.4213 2.3702  0.092
74 H -1.9132 -0.4036 0.6169  0.062
75 H -0.8038 -1.3790 1.6195  0.067
76 C -0.9554 4.5546 -1.9683  -0.011
77 C -2.3363 5.1608 -1.6278  -0.129
78 O -2.6850 6.1106 -2.7066  0.074
79 C -3.7429 6.8404 -2.5941  -0.647
80 O -4.4263 7.0247 -1.6284  0.131
81 O -3.8863 7.4869 -3.7350  0.015
82 C -5.0358 8.2396 -3.9009  -0.077
83 H -0.7802 3.7621 -1.2528  0.069
84 H -0.2214 5.3600 -1.8214  0.058
85 H -0.8978 4.1614 -2.9702  0.051
86 H -2.3574 5.6605 -0.6326  0.096
87 H -3.0806 4.3817 -1.5792  0.088
88 H -5.3651 8.9098 -3.1163  0.092
89 H -5.9221 7.6892 -4.2723  0.107
90 H -4.6442 8.8550 -4.7173  0.100
91 C -0.7237 3.9930 -5.8285  -0.041
92 C -0.4652 2.6484 -5.2245  -0.216
93 O 0.9307 2.2527 -5.3987  0.040
94 C 1.2661 1.0183 -5.0045  -0.581
95 O 0.4964 0.1622 -4.7061  0.100
96 O 2.6121 0.8154 -5.0219  0.000
97 C 2.8382 -0.5768 -4.6626  -0.025
98 H -0.0649 4.7294 -5.3603  0.075
99 H -1.7855 4.1724 -5.7109  0.089
100 H -0.3586 3.9374 -6.8531  0.085
101 H -1.0047 1.8051 -5.6992  0.131
102 H -0.6895 2.6249 -4.1864  0.075
103 H 2.4656 -0.8531 -3.6599  0.079
104 H 3.9082 -0.7265 -4.8411  0.109
105 H 2.3921 -1.1611 -5.4085  0.071
106 C -6.2571 4.9513 0.9763  -0.048
107 C -4.7634 5.0191 0.9487  -0.209
108 O -4.3431 5.6330 2.2067  0.025
109 C -3.0236 5.8738 2.2469  -0.569
110 O -2.2098 5.4376 1.4617  0.080
111 O -2.7220 6.5980 3.3724  -0.009
112 C -1.2928 6.8045 3.5945  -0.014
113 H -6.6077 4.6228 -0.0107  0.089
114 H -6.6037 5.9910 1.1257  0.100
115 H -6.6328 4.2233 1.6535  0.067
116 H -4.4303 5.6636 0.1619  0.079
117 H -4.3186 4.0317 0.8877  0.117
118 H -1.1601 7.8253 4.0176  0.108
119 H -0.6530 6.6612 2.7041  0.071
120 H -0.9386 6.0334 4.2699  0.074
121 C 1.3254 -2.4123 -1.1907  -0.026
122 C 0.7061 -1.0241 -1.3740  -0.147
123 O 1.1203 -0.1588 -0.2732  0.018
124 C 0.3937 0.9503 -0.1034  -0.594
125 O -0.6455 1.1972 -0.6905  0.079
126 O 1.0045 1.6977 0.8092  -0.004
127 C 0.2963 2.7894 1.3803  -0.026
128 H 0.9522 -3.1432 -1.9413  0.066
129 H 0.9497 -2.8668 -0.2736  0.064
130 H 2.3887 -2.5477 -1.0963  0.051
131 H -0.3706 -1.0137 -1.3910  0.102
132 H 1.0628 -0.5808 -2.3024  0.096
133 H 0.2138 2.8147 2.4799  0.077
134 H -0.7243 2.8915 0.9888  0.089
135 H 0.8421 3.7087 1.1067  0.092
136 C 0.3829 2.6387 8.2250  -0.060
137 C 0.4361 2.4557 6.7180  -0.147
138 O 1.6270 3.2623 6.3421  0.030
139 C 1.6171 3.6422 5.0833  -0.653
140 O 0.6078 3.7446 4.4309  0.066
141 O 2.8343 3.9140 4.6831  0.039
142 C 2.8937 4.2302 3.2460  0.007
143 H -0.2956 1.8787 8.5778  0.076
144 H 0.2242 3.6662 8.5841  0.091
145 H 1.3498 2.4116 8.6371  0.069
146 H -0.4170 2.8880 6.2034  0.100
147 H 0.6590 1.4321 6.3251  0.135
148 H 2.7735 3.3511 2.6267  0.084
149 H 3.8910 4.6652 3.1598  0.107
150 H 2.1625 4.9338 3.0016  0.057
151 C -1.8147 -3.2108 -3.3923  -0.042
152 C -1.3324 -2.3397 -4.5103  -0.157
153 O -0.8209 -3.2234 -5.5709  0.055
154 C 0.2464 -3.9251 -5.3705  -0.650
155 O 0.9814 -3.9148 -4.4159  0.106
156 O 0.3480 -4.7224 -6.4183  0.013
157 C 1.5464 -5.5343 -6.6085  -0.016
158 H -1.0269 -3.8538 -3.1026  0.053
159 H -2.6599 -3.7889 -3.7245  0.087
160 H -2.0674 -2.6169 -2.5339  0.052
161 H -0.5296 -1.6328 -4.2267  0.100
162 H -2.0699 -1.8085 -5.0593  0.113
163 H 1.4179 -6.5450 -6.2334  0.084
164 H 2.4535 -5.1506 -6.1608  0.088
165 H 1.6800 -5.6217 -7.7127  0.102
166 C -3.9926 1.7061 -1.5974  -0.015
167 C -3.3006 1.7493 -2.9089  -0.506
168 O -3.4555 2.6454 -3.6960  0.075
169 C -2.3580 0.6164 -3.1753  -0.017
170 H -3.2887 1.5108 -0.8089  0.061
171 H -4.7420 0.8957 -1.4407  0.105
172 H -4.3071 2.7222 -1.3359  0.064
173 H -2.0602 0.5854 -4.2382  0.075
174 H -2.7483 -0.3318 -2.7509  0.082
175 H -1.5159 0.8996 -2.5449  0.063
176 C 5.6044 -5.3737 1.6323  -0.019
177 C 5.2371 -4.0099 1.1024  -0.501
178 O 5.1139 -3.0929 1.8236  0.096
179 C 5.0293 -3.9209 -0.4173  0.010
180 H 5.8909 -5.3193 2.6855  0.074
181 H 6.4992 -5.7298 1.1241  0.082
182 H 4.7853 -6.0953 1.4992  0.089
183 H 5.7501 -4.6077 -0.9217  0.095
184 H 5.3373 -2.8973 -0.7029  0.083
185 H 4.0584 -4.1294 -0.7569  0.044
186 C -4.4084 4.0877 5.6723  -0.002
187 C -3.7325 2.8378 5.1692  -0.507
188 O -3.9440 1.8022 5.7342  0.073
189 C -2.8206 2.9687 3.9726  0.006
190 H -3.8959 4.5041 6.5533  0.098
191 H -5.4154 3.8198 5.9248  0.081
192 H -4.3043 4.7774 4.8457  0.055
193 H -2.6623 1.9500 3.6116  0.080
194 H -1.9007 3.5225 4.2630  0.085
195 H -3.2762 3.5223 3.1523  0.060
196 C 3.4221 1.6491 -1.5852  0.017
197 C 3.8989 0.3957 -0.9309  -0.483
198 O 3.6790 -0.6545 -1.4568  0.063
199 C 4.4997 0.5431 0.4689  0.013
200 H 3.2770 1.5021 -2.6199  0.063
201 H 4.1520 2.4215 -1.3413  0.088
202 H 2.4866 1.9632 -1.0665  0.094
203 H 5.1628 1.4076 0.4024  0.082
204 H 5.0381 -0.3517 0.7573  0.074
205 H 3.6426 0.7993 1.1027  0.073

Cartesian forces (eV/Å) of the 6 atoms listed first:
-1.06 1.82 0.00
-0.02 0.01 0.58
-0.14 -2.86 0.30
0.44 1.98 -1.23
-0.63 -0.55 0.49
0.65 0.10 0.27


Question: What is the F_max in the first record?
Answer: 0.37235 hartree/bohr